Formula: C27H21F3GeN5O3Re
Source: the OMol25 dataset
Level of theory: wB97M-V/def2-TZVPD

Its relative energy (zero: lowest compared OMol25 entry of this formula, charge and spin) is 244.9 kJ/mol. The HOMO energy is -14.27 eV. Its total charge is +2. As for the multiplicity: 1. The value obtained for the largest force on an atom is 3.0 eV/Å. As for the LUMO energy: -8.832 eV.

XYZ file:
```
61
Properties=species:S:1:pos:R:3:nbo_charge:R:1
Re 0.888 -0.995 1.590 1.4803
O 1.305 -0.420 3.340 -0.4523
N 1.235 0.761 3.977 0.0490
C 0.151 0.941 4.667 0.0528
C -0.045 2.146 5.387 0.1840
N -0.013 3.217 5.755 -0.0996
C -0.883 -0.077 4.588 0.2264
N -1.477 -1.081 4.542 -0.2227
C -2.187 -5.074 1.357 -0.4193
N -2.245 -3.692 0.830 -0.3454
C -3.542 -3.182 0.261 -0.3867
C -1.242 -2.953 0.774 0.7619
N -0.425 -2.101 0.718 -0.5771
H -2.456 -5.788 0.534 0.2543
H -2.937 -5.230 2.146 0.2537
H -1.201 -5.230 1.843 0.2453
H -4.066 -3.908 -0.306 0.2496
H -3.276 -2.267 -0.211 0.2378
H -4.121 -2.960 1.178 0.2410
F 1.661 -4.007 0.917 -0.3733
C 3.080 -3.962 0.796 0.9147
F 3.633 -4.481 1.860 -0.2549
F 3.323 -4.661 -0.294 -0.2584
C 3.497 -2.471 0.738 0.6926
O 4.481 -1.958 0.356 -0.3676
O 2.552 -1.675 1.396 -0.6627
C 0.538 0.397 0.686 -0.1064
Ge 0.312 1.521 -1.099 1.6205
C -0.868 0.191 -1.762 -0.5470
C -0.358 -1.041 -2.079 -0.1498
C -1.168 -2.035 -2.486 -0.2485
C -2.548 -1.835 -2.717 -0.1922
C -3.086 -0.566 -2.559 -0.2213
C -2.243 0.456 -2.093 -0.1636
C -0.603 3.098 -0.529 -0.4308
C -1.824 2.858 0.080 -0.2501
C -2.550 3.870 0.717 -0.2008
C -2.023 5.192 0.733 -0.1603
C -0.800 5.426 0.111 -0.1871
C -0.066 4.389 -0.471 -0.2090
C 2.111 1.686 -1.827 -0.4653
C 2.533 1.376 -3.111 -0.1872
C 3.861 1.653 -3.437 -0.1958
C 4.687 2.239 -2.501 -0.1669
C 4.211 2.633 -1.254 -0.1826
C 2.933 2.378 -0.931 -0.2338
H 0.709 -1.316 -2.025 0.2101
H -0.790 -2.998 -2.663 0.2190
H -3.179 -2.656 -3.021 0.2301
H -4.170 -0.480 -2.769 0.2483
H -2.637 1.480 -1.960 0.2435
H -2.208 1.852 0.080 0.2016
H -3.523 3.674 1.228 0.2334
H -2.603 5.982 1.170 0.2370
H -0.509 6.452 0.141 0.2369
H 0.908 4.619 -0.946 0.2344
H 1.833 0.876 -3.757 0.2254
H 4.258 1.510 -4.480 0.2462
H 5.743 2.342 -2.686 0.2366
H 4.881 3.126 -0.529 0.2368
H 2.549 2.764 0.009 0.2155
```


Formula: C27H21IN9O5Ru
Source: the OMol25 dataset
Level of theory: wB97M-V/def2-TZVPD

Its relative energy (zero: lowest compared OMol25 entry of this formula, charge and spin) is 262.9 kJ/mol. The HOMO energy (spin up / spin down) is -15.71 / -15.71 eV. Its total charge is +3. As for the multiplicity: 5. The value obtained for the largest force on an atom is 0.2 eV/Å. As for the LUMO energy (spin up / spin down): -10.926 / -13.119 eV. Its expectation value of S² is 6.022.

XYZ file:
```
64
Properties=species:S:1:pos:R:3:nbo_charge:R:1
Ru 0.161 0.111 0.163 1.1722
O -4.028 0.378 0.890 -0.5782
C -2.745 0.422 0.873 0.8125
O -2.078 -0.100 -0.014 -0.6078
C -2.047 1.153 2.004 0.0934
C -2.652 1.790 3.080 -0.1958
C -1.846 2.411 4.026 -0.0343
C -0.463 2.384 3.881 -0.1746
C 0.067 1.729 2.782 0.0513
N -0.721 1.135 1.879 -0.4447
C 1.527 1.582 2.437 0.8089
O 2.472 2.075 3.167 -0.5509
O 1.812 0.965 1.415 -0.5787
H -4.380 -0.114 0.123 0.5494
H -3.730 1.796 3.170 0.3114
H -2.295 2.913 4.874 0.2708
H 0.165 2.868 4.618 0.2623
H 2.202 2.555 3.965 0.5277
C -2.412 -2.783 3.945 -0.2279
N -1.637 -2.496 2.709 -0.1178
C -0.680 -1.611 2.540 0.2213
N -0.250 -1.646 1.262 -0.5465
C -1.013 -2.661 0.714 0.1834
N -1.853 -3.178 1.558 -0.1886
C -3.894 -2.476 3.851 -0.0839
C -4.795 -3.492 4.141 -0.1612
C -6.159 -3.232 4.158 -0.1677
C -6.639 -1.976 3.839 -0.1250
C -5.751 -0.946 3.515 -0.1102
C -4.380 -1.201 3.559 -0.1578
C -6.342 0.296 2.981 0.4483
N -7.555 0.440 2.585 -0.2352
N -7.610 1.611 1.852 -0.2365
C -6.427 2.110 1.846 0.4573
O -5.567 1.364 2.609 -0.4759
C -5.944 3.172 0.942 -0.1049
C -6.912 3.856 0.201 -0.1240
C -6.532 4.728 -0.802 -0.1719
C -5.188 4.921 -1.097 -0.1748
C -4.210 4.273 -0.355 0.0091
C -2.758 4.596 -0.645 -0.2445
N -1.911 3.418 -0.968 -0.1194
C -0.892 2.941 -0.286 0.2211
N -0.408 1.843 -0.903 -0.5463
C -1.209 1.749 -2.026 0.1833
N -2.118 2.675 -2.082 -0.1891
C -4.596 3.414 0.674 -0.2349
H -1.926 -2.201 4.729 0.2280
H -2.259 -3.837 4.164 0.2651
H -0.297 -0.992 3.333 0.2344
H -0.938 -2.987 -0.311 0.2440
H -4.437 -4.489 4.367 0.2382
H -6.853 -4.024 4.402 0.2546
H -7.703 -1.782 3.811 0.2651
H -3.677 -0.405 3.360 0.1577
H -7.958 3.674 0.406 0.2652
H -7.287 5.250 -1.372 0.2546
H -4.909 5.588 -1.903 0.2361
H -2.271 5.074 0.207 0.2276
H -2.683 5.269 -1.497 0.2644
H -0.507 3.402 0.607 0.2343
H -1.110 0.982 -2.777 0.2438
H -3.834 2.933 1.269 0.1693
I 1.418 -1.014 -1.743 0.5428
```


Formula: C27H21N7O2SV
Source: the OMol25 dataset
Level of theory: wB97M-V/def2-TZVPD

The HOMO energy (spin up / spin down) is -5.81 / -5.02 eV. As for the multiplicity: 2. The value obtained for the largest force on an atom is 3.6 eV/Å. As for the LUMO energy (spin up / spin down): -0.061 / -0.082 eV. Its expectation value of S² is 0.861.

XYZ file:
```
59
Properties=species:S:1:pos:R:3:nbo_charge:R:1
V 0.459 -0.185 -0.436 0.9679
O -3.176 -1.556 0.536 -0.6397
C -2.057 -1.350 0.068 0.6272
N -1.401 -0.189 -0.067 -0.7083
C -1.996 1.036 -0.295 0.1960
C -3.167 1.543 0.246 -0.2619
C -3.591 2.808 -0.136 -0.2333
C -2.881 3.542 -1.073 -0.2252
C -1.724 3.037 -1.645 -0.2286
C -1.262 1.787 -1.249 0.1052
N -0.106 1.143 -1.638 -0.6506
C 0.747 1.591 -2.572 0.6145
O 0.610 2.536 -3.345 -0.6468
C 1.996 0.773 -2.522 0.0485
C 2.999 0.918 -3.471 -0.1800
C 4.173 0.200 -3.328 -0.2156
C 4.297 -0.647 -2.229 -0.2336
C 3.243 -0.753 -1.339 -0.0090
N 2.104 -0.066 -1.468 -0.4860
C -1.186 -2.425 -0.497 0.1267
C -1.572 -3.759 -0.507 -0.2286
C -0.732 -4.699 -1.078 -0.1572
C 0.458 -4.250 -1.645 -0.2400
C 0.741 -2.898 -1.646 0.0618
N -0.046 -1.982 -1.078 -0.4364
H -3.731 0.948 0.949 0.2277
H -4.490 3.219 0.295 0.2050
H -3.231 4.517 -1.379 0.2073
H -1.176 3.594 -2.389 0.2498
H 2.830 1.587 -4.300 0.2461
H 4.971 0.300 -4.048 0.2178
H 5.208 -1.200 -2.056 0.2212
H 3.310 -1.404 -0.474 0.2052
H -2.529 -4.018 -0.080 0.2456
H -0.994 -5.745 -1.093 0.2211
H 1.158 -4.941 -2.090 0.2230
H 1.641 -2.538 -2.134 0.2058
C -0.484 -3.259 3.110 -0.4046
N -0.713 -1.853 2.938 -0.3594
C -1.784 -1.136 3.413 -0.0342
C -1.580 0.163 3.121 -0.0559
N -0.379 0.259 2.446 -0.3900
C 0.136 -1.005 2.300 0.2881
S 1.602 -1.439 1.635 -0.1397
C 0.201 1.430 1.954 0.3882
C 0.104 2.610 2.683 -0.2485
C 0.746 3.743 2.216 -0.1465
C 1.505 3.629 1.055 -0.2273
C 1.531 2.425 0.387 0.0693
N 0.865 1.337 0.790 -0.4417
H -1.132 -3.632 3.900 0.2166
H 0.562 -3.418 3.381 0.2352
H -0.696 -3.805 2.187 0.2265
H -2.611 -1.605 3.901 0.2381
H -2.208 1.016 3.268 0.2462
H -0.444 2.620 3.613 0.2279
H 0.684 4.674 2.755 0.2266
H 2.071 4.460 0.669 0.2306
H 2.126 2.315 -0.510 0.2115
```


Formula: C27H22BF4O17
Source: the OMol25 dataset
Level of theory: wB97M-V/def2-TZVPD

Its relative energy (zero: lowest compared OMol25 entry of this formula, charge and spin) is 356.7 kJ/mol. The HOMO energy is -6.78 eV. Its total charge is -1. As for the multiplicity: 1. The value obtained for the largest force on an atom is 10.2 eV/Å. As for the LUMO energy: -0.659 eV.

XYZ file:
```
71
Properties=species:S:1:pos:R:3:lowdin_charge:R:1
B 1.631 -0.787 -1.564 -1.4413
F 0.277 -0.373 -1.234 0.0511
F 2.165 0.010 -2.409 0.2701
F 2.311 -0.860 -0.346 0.1122
F 1.596 -2.071 -1.941 0.1796
C -1.634 -6.893 -2.557 0.1254
C -2.686 -6.000 -1.962 -0.1355
C -2.519 -4.609 -1.866 -0.4775
O -3.395 -3.832 -1.587 0.1082
C -1.185 -4.087 -2.005 0.1159
C -0.061 -5.018 -2.556 -0.1294
C -0.279 -6.386 -2.946 -0.4041
O 0.599 -7.129 -3.251 0.1515
O 1.240 -4.660 -2.610 0.1363
O -3.972 -6.623 -1.793 -0.0032
H -1.729 -7.924 -2.902 0.1134
H -0.885 -3.136 -1.433 0.1477
H 1.495 -3.828 -2.382 0.0295
H -4.562 -5.913 -1.311 0.1536
C -0.760 0.035 4.595 0.1323
C -1.042 0.091 3.116 -0.1166
C -1.849 -0.889 2.544 -0.3937
O -2.167 -0.941 1.306 0.0857
C -2.588 -1.791 3.399 0.0825
C -2.349 -1.846 4.911 -0.1719
C -1.418 -0.862 5.537 -0.3631
O -1.244 -0.911 6.741 0.1119
O -2.992 -2.669 5.764 0.0872
O -0.430 1.041 2.276 0.1105
H -0.361 0.839 5.085 0.0674
H -3.484 -2.662 2.910 0.2155
H -2.823 -2.356 6.642 0.0902
H -0.161 0.588 1.560 0.0339
C -0.065 5.559 -2.534 0.0942
C 0.370 5.580 -1.074 -0.1034
C 0.927 4.346 -0.532 -0.3855
O 1.332 4.356 0.641 0.0579
C 0.911 3.108 -1.251 0.1138
C 0.396 3.091 -2.700 -0.0443
C 0.064 4.436 -3.336 -0.4060
O -0.340 4.470 -4.469 0.1307
O 0.752 2.056 -3.543 0.0756
O 0.358 6.734 -0.306 0.0459
H -0.372 6.410 -2.923 0.0636
H 1.200 2.276 -0.807 0.0472
H 1.223 1.334 -3.035 0.0975
H 0.935 6.724 0.530 0.1550
C 3.929 4.560 3.955 0.1125
C 2.841 4.215 4.947 -0.0995
C 2.192 2.943 5.037 -0.4314
O 1.428 2.699 5.911 0.1088
C 2.585 1.968 3.888 0.1295
C 3.519 2.439 2.637 -0.0532
C 4.335 3.646 2.935 -0.4510
O 5.312 3.812 2.295 0.1602
O 3.605 1.661 1.475 0.1285
O 2.398 5.115 6.015 0.0037
H 4.586 5.382 4.008 0.1024
H 1.842 1.077 3.564 0.1187
H 3.072 0.972 1.333 0.0248
H 1.538 4.564 6.151 0.1189
C -2.646 -0.880 -3.985 -0.0092
C -1.833 -1.050 -5.214 -0.5060
O -2.262 -0.805 -6.285 0.0817
C -0.441 -1.767 -4.961 -0.0049
H -3.123 -1.690 -3.524 0.0498
H -3.305 -0.155 -4.454 0.0888
H -1.880 -0.721 -3.139 0.1153
H 0.135 -1.376 -4.215 0.0093
H 0.283 -1.729 -5.818 0.0837
H -0.539 -2.910 -4.950 0.1010
```


Q: What is the largest force on an atom in the fourth record?
A: 10.2 eV/Å